# 1
Formula: C31H34BrClN2O6PS2Y
Source: OMol25
Level of theory: ωB97M-V/def2-TZVPD

Each line ends with the Mulliken charge.
CARTESIAN COORDINATES (ANGSTROEM)
Y 0.0851 0.8536 -0.0883  0.55
Cl 5.3938 6.5359 -1.0427  -0.24
C 4.4370 5.0937 -0.8813  0.17
C 5.0753 3.8640 -0.6362  -0.77
C 4.3492 2.7151 -0.5030  -0.27
C 2.9246 2.7003 -0.6008  0.15
O 2.2618 1.6210 -0.4509  -0.02
C 2.3083 3.9692 -0.8534  0.83
C 0.9040 4.0747 -1.0085  -0.45
O 0.0758 3.1587 -0.9472  -0.49
C 3.0815 5.1439 -0.9865  -0.95
H 6.1538 3.8380 -0.5493  0.44
H 4.8559 1.7839 -0.2985  0.25
H 0.5297 5.0914 -1.2149  0.25
H 2.5762 6.0841 -1.1745  0.39
O -5.3389 -4.1064 -1.1932  -0.51
C -4.1114 -4.4096 -0.5595  -0.65
C -3.4214 -3.1328 -0.1732  0.41
C -2.4589 -3.1021 0.8240  -1.18
C -1.7770 -1.9221 1.0601  -0.78
N -2.0140 -0.7969 0.3926  0.65
C -3.0019 -0.8013 -0.5053  0.20
C -3.7135 -1.9456 -0.8303  -0.58
C -3.3255 0.5038 -1.1235  0.46
C -4.6408 0.8340 -1.4163  -0.77
C -4.9309 2.0785 -1.9575  0.56
C -6.3540 2.4768 -2.2613  -0.74
O -7.1828 1.3855 -2.6112  -0.51
C -3.8707 2.9404 -2.1961  -1.10
C -2.5889 2.5365 -1.8678  -0.39
N -2.3061 1.3468 -1.3357  -0.10
H -5.7944 -4.9215 -1.4164  0.30
H -3.4454 -4.9581 -1.2380  0.27
H -4.2626 -5.0348 0.3263  0.38
H -2.2265 -3.9860 1.4038  0.47
H -1.0046 -1.8645 1.8156  0.70
H -4.4875 -1.9252 -1.5836  0.66
H -5.4496 0.1464 -1.2081  0.70
H -6.3561 3.2479 -3.0386  0.37
H -6.8049 2.9106 -1.3671  0.27
H -6.8380 0.9730 -3.4101  0.32
H -4.0315 3.9184 -2.6308  0.43
H -1.7495 3.1940 -2.0337  0.41
C 5.2138 -2.3272 -1.6215  -1.45
C 4.6260 -1.1136 -0.9188  0.51
C 5.0200 -1.0489 0.5456  -1.21
O 3.1947 -1.0665 -1.1388  -0.33
P 1.9992 -1.7147 -0.3277  1.58
S 0.4608 -1.5269 -1.6015  -0.63
S 1.6395 -0.9694 1.5096  -0.54
O 2.5523 -3.2184 -0.2489  -0.33
C 2.1561 -4.3669 0.5308  0.34
C 2.8661 -4.3501 1.8764  -1.25
C 0.6519 -4.5267 0.6716  -1.25
H 6.3020 -2.2526 -1.6228  0.45
H 4.8594 -2.3762 -2.6510  0.34
H 4.9190 -3.2446 -1.1137  0.20
H 4.9718 -0.2211 -1.4407  0.42
H 4.6694 -1.9405 1.0654  0.19
H 4.5749 -0.1798 1.0270  0.26
H 6.1059 -0.9984 0.6397  0.50
H 2.5367 -5.2016 -0.0609  0.26
H 2.5619 -3.4749 2.4496  0.21
H 3.9477 -4.3309 1.7359  0.34
H 2.6123 -5.2493 2.4396  0.46
H 0.2572 -3.7880 1.3656  0.10
H 0.4385 -5.5249 1.0584  0.56
H 0.1659 -4.4101 -0.2972  0.36
Br -1.6325 3.5864 6.1068  -0.23
C -1.2209 2.8865 4.3785  0.15
C -2.2336 2.3719 3.5906  -0.85
C -1.9083 1.8424 2.3471  -0.27
C -0.5983 1.8049 1.8445  0.90
C 0.3762 2.3783 2.6791  -0.45
C 0.0872 2.9029 3.9339  -0.82
H -3.2577 2.3754 3.9414  0.43
H -2.7281 1.4351 1.7604  0.20
H 1.4168 2.4126 2.3587  0.32
H 0.8713 3.3126 4.5578  0.42

Orbital gap = 0.27727 Eh
LUMO level = -0.33 eV
Total energy = -162537.9295 eV

# 2
Formula: C3H12N2O2
Source: OMol25
Level of theory: ωB97M-V/def2-TZVPD

Each line ends with the natural charge from an NBO analysis.
CARTESIAN COORDINATES (ANGSTROEM)
C 1.0372 -0.9443 2.1056  -0.07
O 1.8741 -0.3216 3.1016  -0.72
C 0.2567 0.0857 1.3068  -0.25
N -0.5933 -0.5406 0.2552  -0.83
H 0.3719 -1.5725 2.6882  0.17
H 1.6426 -1.5407 1.4274  0.17
H 2.4829 0.2856 2.6833  0.46
H -0.3531 0.6673 1.9926  0.19
H 0.9882 0.7489 0.8257  0.21
H 0.0146 -0.8312 -0.5356  0.44
H -1.1559 0.3762 -0.5492  0.45
H -1.0605 -1.3499 0.6641  0.38
N -1.4729 0.9858 -1.5247  -0.93
C -0.2919 0.3106 -2.5853  0.20
O 0.7132 -0.1281 -1.9700  -0.83
H -2.2138 1.0867 -2.2127  0.40
H -1.1666 1.9363 -1.3592  0.37
H -0.9586 -0.4340 -3.0663  0.08
H -0.1145 1.1797 -3.2475  0.10

Orbital gap = 0.33226 Eh
LUMO level = 0.90 eV
Total energy = -10378.6708 eV

# 3
Formula: C33H66O33
Source: OMol25
Level of theory: ωB97M-V/def2-TZVPD

Each line ends with the Mulliken charge.
CARTESIAN COORDINATES (ANGSTROEM)
C -3.1358 -0.0985 3.4044  -0.05
O -2.8113 -1.1019 4.3358  -0.44
C -2.0164 -2.1026 4.0256  0.70
O -1.6732 -2.3840 2.8985  -0.40
O -1.6758 -2.6977 5.1622  -0.40
C -0.9203 -3.8983 5.0547  -0.64
H -2.2751 0.4616 3.0387  0.19
H -3.9024 0.5390 3.8376  0.29
H -3.6104 -0.5231 2.5138  -0.21
H -0.1968 -3.9500 5.8641  0.34
H -0.5173 -4.1389 4.0735  0.23
H -1.5917 -4.7424 5.2418  0.32
C -4.9574 -6.0881 -0.0399  -1.02
O -4.2000 -4.9783 0.3992  0.30
C -2.9174 -5.1564 0.6561  0.52
O -2.2287 -6.0906 0.3295  -0.61
O -2.4346 -4.0501 1.2281  0.49
C -1.0600 -4.0045 1.5694  -1.06
H -5.3907 -6.5901 0.8294  0.33
H -4.3352 -6.8560 -0.4989  0.36
H -5.7899 -5.7993 -0.6753  0.33
H -0.3886 -4.1243 0.7154  0.03
H -0.7670 -4.8632 2.1772  0.43
H -0.9397 -3.0281 2.0297  0.73
C 3.7992 2.2024 -7.5768  -0.57
O 4.8013 2.6699 -6.6717  -0.37
C 4.5241 2.7099 -5.3869  0.75
O 3.4813 2.5098 -4.7886  -0.50
O 5.6431 2.9347 -4.7323  -0.36
C 5.7055 3.1080 -3.3459  -0.43
H 3.4309 1.1959 -7.3919  0.28
H 4.1411 2.2580 -8.6078  0.26
H 2.9629 2.9032 -7.5568  0.21
H 5.7599 2.1604 -2.8103  0.06
H 4.9643 3.7405 -2.8551  0.30
H 6.6244 3.6882 -3.2398  0.31
C 0.3707 3.3311 6.3341  -0.69
O 0.1588 2.1331 5.5881  -0.28
C 1.1469 1.6036 4.9025  0.60
O 2.3084 1.9354 4.9806  -0.58
O 0.5831 0.8000 3.9896  0.02
C 1.5049 0.1285 3.1131  0.21
H 0.8093 4.1693 5.7934  0.28
H 1.0453 3.0851 7.1536  0.30
H -0.5911 3.6670 6.7113  0.22
H 2.1519 -0.4539 3.7657  0.47
H 2.0583 0.8067 2.4648  -0.01
H 0.9272 -0.4121 2.3725  -0.34
C -4.2293 -3.3089 0.8889  -1.03
O -4.7838 -2.3153 1.7277  -0.03
C -6.0425 -1.9273 1.5504  0.54
O -6.8549 -2.3663 0.7814  -0.63
O -6.3064 -1.0515 2.5178  -0.18
C -7.6037 -0.4674 2.6253  -0.78
H -3.1418 -3.3668 0.8495  -0.06
H -4.5259 -3.1751 -0.1534  -0.01
H -4.5339 -4.3120 1.1913  0.66
H -7.7656 0.1859 1.7726  0.29
H -7.6882 0.0887 3.5595  0.25
H -8.4352 -1.1539 2.7977  0.31
C -5.2660 3.4075 2.7876  -0.82
O -5.5775 2.4138 1.8269  -0.28
C -4.6908 2.1284 0.9029  0.80
O -3.6470 2.7041 0.7254  -0.49
O -5.0670 1.0342 0.2235  -0.38
C -4.1893 0.4168 -0.6919  0.30
H -4.1967 3.5818 2.9111  0.32
H -5.8158 3.2753 3.7121  0.29
H -5.5481 4.3562 2.3186  0.33
H -4.0477 0.8763 -1.6695  0.54
H -4.6668 -0.5491 -0.8603  0.33
H -3.2162 0.1946 -0.2520  -0.70
C 1.4818 -2.0438 -1.8015  -0.89
O 0.1365 -2.3980 -1.5110  0.11
C -0.5087 -3.2793 -2.2640  0.55
O 0.0000 -3.9692 -3.1104  -0.63
O -1.8031 -3.2051 -1.9914  -0.04
C -2.6767 -4.1206 -2.6606  -0.90
H 2.0891 -2.9348 -1.6288  0.51
H 1.8031 -1.2849 -1.0927  0.16
H 1.6602 -1.7143 -2.8236  0.33
H -2.1742 -5.0875 -2.6187  0.42
H -2.7793 -3.8439 -3.7090  0.39
H -3.6426 -4.1802 -2.1695  0.11
C 6.1702 1.2789 0.5336  -0.44
O 5.6105 2.3642 1.2857  -0.45
C 4.5342 2.9368 0.7460  0.73
O 4.2770 2.9765 -0.4261  -0.43
O 3.8146 3.5081 1.7155  -0.35
C 2.7240 4.3195 1.2757  -0.64
H 6.9844 0.9520 1.1746  0.20
H 6.5510 1.6396 -0.4194  0.33
H 5.3986 0.5185 0.4222  0.18
H 2.8626 5.0317 0.4618  0.33
H 2.4579 4.9462 2.1251  0.32
H 1.8811 3.6826 1.0085  0.16
C 1.8944 2.0477 -2.0342  0.17
O 0.8154 1.1374 -1.8053  -0.51
C 0.6861 0.4782 -0.6542  0.38
O 1.5149 0.3402 0.2104  -0.39
O -0.5148 -0.0796 -0.6703  -0.66
C -0.8932 -0.9829 0.3481  0.25
H 1.9890 2.4200 -3.0534  -0.08
H 2.8545 1.5933 -1.8010  -0.26
H 1.7025 2.9424 -1.4406  0.36
H -0.3827 -1.9494 0.3283  0.62
H -1.9244 -1.3073 0.2220  -0.41
H -0.7337 -0.5329 1.3240  -0.25
C 7.2637 -2.3333 0.1300  -0.53
O 6.1108 -2.3198 -0.7115  -0.33
C 5.9553 -1.4338 -1.6606  0.77
O 6.7754 -0.6358 -2.0646  -0.60
O 4.6922 -1.5301 -2.1192  -0.20
C 4.3476 -0.6741 -3.2184  -0.53
H 7.4931 -1.3440 0.5213  0.18
H 8.1164 -2.7513 -0.4018  0.30
H 7.0477 -2.9776 0.9784  0.25
H 3.7718 -1.2750 -3.9160  0.39
H 5.2116 -0.2199 -3.7023  0.52
H 3.7951 0.1945 -2.8556  -0.01
C -1.8086 3.2002 -1.3532  -0.09
O -1.3904 3.1370 -2.7120  -0.31
C -0.5345 4.0626 -3.1104  0.89
O -0.1233 5.0072 -2.4810  -0.63
O -0.0792 3.7466 -4.3193  -0.34
C 0.9086 4.6056 -4.8489  -0.47
H -2.4353 4.0792 -1.2229  0.52
H -0.9335 3.2383 -0.7005  0.09
H -2.2921 2.2669 -1.1005  -0.28
H 1.8826 4.5055 -4.3702  0.11
H 0.5649 5.6377 -4.7840  0.33
H 1.0641 4.3341 -5.8913  0.20

Orbital gap = 0.27604 Eh
LUMO level = 0.47 eV
Total energy = -102843.5707 eV